DFT (the ωB97M-V functional and the def2-TZVPD basis) results for a structure of composition C42H35GeN4O5ReTe.

Energy (eV): -126244.966
Total charge: +2
Spin multiplicity: 1
HOMO (eV): -13.52
Kohn-Sham gap (hartree): 0.2427
Energy relative to the best compared isomer or geometry (same formula, charge and spin) (kJ/mol): 91.31

Each line ends with the Löwdin charge.
CARTESIAN COORDINATES (ANGSTROEM)
Re 1.472 0.313 1.134  1.3076
Te 0.160 -1.900 0.247  1.6509
Ge -1.996 1.510 -0.076  1.0120
O 3.044 -0.840 1.614  -0.2468
O -1.059 2.404 3.634  0.2515
O 3.772 -2.440 3.026  0.1795
O 0.245 1.854 1.844  -0.1998
O 1.096 0.440 -2.206  0.0628
N 2.599 0.985 -0.547  -0.0015
N 4.022 2.271 -1.707  -0.0679
N 0.976 -0.358 3.014  -0.0322
N 4.463 1.884 0.568  0.2348
C 2.994 1.909 -2.670  0.0080
C 0.799 -2.932 -3.957  -0.0484
C 3.633 -4.546 0.316  -0.0471
C 1.726 -1.328 3.536  -0.1484
C -2.048 0.307 -2.719  -0.1040
C -0.040 -2.358 -1.800  -0.4630
C -1.435 5.815 -1.952  -0.0634
C -1.461 -3.499 -3.348  -0.0662
C -0.413 1.569 3.135  -0.3453
C -3.692 2.513 2.076  -0.0877
C -0.286 -0.146 4.997  0.0673
C -3.747 -0.488 -1.209  -0.1046
C -0.361 5.219 -1.305  -0.0771
C 5.152 3.134 -2.009  0.0137
C 1.534 -3.447 0.634  -0.4936
C 2.953 -1.644 2.690  -0.5337
C 0.044 0.282 3.722  -0.1505
C 2.814 -3.454 0.092  -0.1379
C -0.428 -3.506 -4.271  -0.0462
C 3.726 1.730 -0.532  -0.3775
C -3.780 -1.157 -3.515  -0.0750
C -4.389 2.419 3.272  -0.0529
C 1.066 -4.518 1.388  -0.1313
C -3.145 0.176 2.217  -0.1381
C 0.405 -1.235 5.518  0.0247
C 2.093 1.005 -1.845  -0.4413
C -2.652 5.152 -2.029  -0.0601
C -4.459 1.205 3.944  -0.0583
C -1.273 -2.918 -2.100  -0.1558
C 1.004 -2.361 -2.713  -0.1272
C 1.899 -5.608 1.607  -0.0541
C 3.178 -5.619 1.073  -0.0420
C -2.792 3.894 -1.462  -0.0965
C -3.064 1.394 1.539  -0.3006
C -2.632 -0.410 -3.750  -0.0672
C -2.595 0.267 -1.435  -0.2880
C -4.338 -1.198 -2.246  -0.0692
C 1.451 -1.812 4.802  0.0718
C -1.722 3.289 -0.804  -0.2743
C -3.837 0.081 3.417  -0.0740
C -0.169 1.061 0.649  -0.3932
C -0.504 3.962 -0.735  -0.1089
H -2.203 -0.373 -4.744  0.1175
H -2.087 -2.904 -1.386  0.0926
H 5.366 3.062 -3.072  0.1063
H 3.827 -6.467 1.247  0.1193
H -3.628 3.469 1.569  0.1101
H 1.603 -2.941 -4.681  0.1159
H -1.170 0.905 -2.919  0.0931
H -3.491 5.613 -2.533  0.1149
H 4.938 4.174 -1.760  0.1079
H -5.009 1.134 4.874  0.1143
H -2.673 -0.713 1.804  0.0860
H 6.042 2.800 -1.476  0.0975
H 0.167 -1.596 6.509  0.1330
H -5.242 -1.765 -2.066  0.1146
H 4.384 1.206 1.310  0.1035
H -2.417 -3.941 -3.592  0.1188
H -4.248 -1.699 -4.328  0.1168
H -4.878 3.293 3.682  0.1174
H 2.426 2.774 -3.017  0.1540
H -3.909 -0.871 3.930  0.1109
H 0.343 3.518 -0.221  0.0818
H -1.326 6.797 -2.393  0.1135
H 0.063 -4.516 1.797  0.0978
H 0.584 5.742 -1.235  0.1053
H 1.963 -1.920 -2.470  0.0948
H -3.746 3.382 -1.543  0.1127
H -1.042 0.382 5.562  0.1449
H 4.635 -4.559 -0.092  0.1201
H 1.544 -6.447 2.191  0.1170
H -4.210 -0.500 -0.228  0.0959
H 5.310 2.426 0.543  0.1218
H 3.411 1.385 -3.530  0.1534
H 3.182 -2.610 -0.474  0.0999
H 2.068 -2.599 5.214  0.1453
H -0.575 -3.961 -5.242  0.1177